Entry 1:
The following is a DFT calculation (ωB97M-V/def2-TZVPD) of C4H5Br3O as an isolated structure at a distorted geometry.

Last column: natural (NBO) charge in e.
Atoms and positions in Å:
C -1.168 -0.495 1.252  -0.100
C 0.260 -0.312 0.930  0.289
C -2.094 0.689 1.319  -0.648
C 2.297 -0.104 -2.040  -0.493
O -0.046 -0.474 2.155  -0.404
Br 0.798 -1.186 -2.639  0.072
Br 2.687 1.291 -3.311  0.087
Br 3.852 -1.221 -1.732  0.081
H -1.605 -1.481 1.153  0.194
H 2.004 0.340 -1.088  0.247
H -2.332 0.934 2.354  0.227
H -3.016 0.457 0.793  0.228
H -1.637 1.562 0.855  0.221

Computed properties:
Orbital gap: 10.0 eV
DFT total energy: -7952.56126 Eh
Relative energy (zero: lowest compared OMol25 entry of this formula, charge and spin): 65.42 kcal per mole

Entry 2:
The following is a DFT calculation (ωB97M-V/def2-TZVPD) of C4H5BrN as an isolated structure at a distorted geometry.

Last column: natural (NBO) charge in e.
Atoms and positions in Å:
C 0.669 1.689 -0.067  -0.324
C -0.642 1.089 0.064  0.298
C 1.298 0.483 -0.111  0.105
C -0.695 -1.455 -0.076  -0.425
N -0.198 -0.121 -0.010  -0.267
Br 2.862 -0.434 -0.123  0.349
H 1.059 2.687 0.064  0.274
H -1.555 1.374 0.534  0.257
H -0.406 -1.945 -0.931  0.241
H -1.884 -1.271 -0.099  0.242
H -0.507 -2.095 0.754  0.251

Computed properties:
Orbital gap (spin up / spin down): 7.8 / 7.8 eV
DFT total energy: -2783.77757 Eh
Relative energy (zero: lowest compared OMol25 entry of this formula, charge and spin): 20.39 kcal per mole
Total charge: +1

Entry 3:
The following is a DFT calculation (ωB97M-V/def2-TZVPD) of one molecule with the formula C4H5BrN2O at a distorted geometry.

Last column: natural (NBO) charge in e.
Atoms and positions in Å:
C 1.153 -0.107 -0.631  -0.639
C 0.184 0.966 -0.203  -0.150
C 0.311 2.814 -0.536  0.073
Br 1.534 3.825 -1.508  0.125
N -0.660 3.339 0.066  -0.157
O -1.461 2.485 0.722  -0.321
C -0.955 1.068 0.573  0.414
N -1.731 0.144 1.164  -0.835
H 0.978 -1.032 0.067  0.216
H 0.865 -0.637 -1.618  0.219
H 2.069 0.333 -0.652  0.231
H -1.651 -0.835 1.042  0.410
H -2.556 0.534 1.659  0.414

Computed properties:
Orbital gap: 9.1 eV
DFT total energy: -2914.04856 Eh
Relative energy (zero: lowest compared OMol25 entry of this formula, charge and spin): 79.18 kcal per mole
SMILES string: Cc1c(Br)noc1N

Entry 4:
The following is a DFT calculation (ωB97M-V/def2-TZVPD) of C4H5BrNO2 as an isolated structure at a distorted geometry.

Last column: natural (NBO) charge in e.
Atoms and positions in Å:
C 0.834 0.147 0.616  -0.525
C -0.102 0.601 1.364  -0.020
C 0.125 -3.707 -1.076  1.022
C -0.839 3.266 -0.515  -0.208
N -0.819 3.029 0.704  -0.295
O -0.964 -4.075 -1.040  -0.583
O 1.104 -3.450 -1.637  -0.591
Br 0.832 -3.149 1.336  -0.818
H 1.117 -0.857 0.568  0.275
H 1.251 0.774 -0.223  0.200
H -0.867 0.554 2.201  0.222
H -0.829 4.248 -0.924  0.156
H -0.845 2.619 -1.374  0.165

Computed properties:
Orbital gap (spin up / spin down): 6.8 / 7.9 eV
DFT total energy: -2934.58309 Eh
Relative energy (zero: lowest compared OMol25 entry of this formula, charge and spin): 100.70 kcal per mole
Total charge: -1

Entry 5:
The following is a DFT calculation (ωB97M-V/def2-TZVPD) of one molecule with the formula C4H5BrS at a distorted geometry.

Last column: natural (NBO) charge in e.
Atoms and positions in Å:
C 0.552 -0.469 0.195  -0.236
C -0.397 -1.508 0.052  -0.614
C 0.338 0.743 -0.394  -0.378
C -2.556 0.013 -0.112  -0.754
S -1.951 -1.543 -0.136  0.805
Br -4.439 0.298 0.052  0.070
H 1.473 -0.527 0.681  0.217
H 0.137 -2.471 0.117  0.252
H -0.551 0.946 -0.942  0.205
H 0.928 1.590 0.097  0.205
H -1.869 0.622 0.464  0.228

Computed properties:
Orbital gap (spin up / spin down): 6.9 / 7.1 eV
DFT total energy: -3127.46913 Eh
Relative energy (zero: lowest compared OMol25 entry of this formula, charge and spin): 57.26 kcal per mole

Entry 6:
The following is a DFT calculation (ωB97M-V/def2-TZVPD) of one molecule with the formula C4H5Cl at a distorted geometry.

Last column: natural (NBO) charge in e.
Atoms and positions in Å:
C -0.426 1.237 -0.065  -0.340
C 0.067 -1.222 -0.261  -0.405
C -0.500 0.051 0.582  -0.234
C 0.990 -0.481 0.559  -0.162
Cl 2.412 0.063 -0.184  0.023
H 0.222 1.517 -0.901  0.212
H -1.169 1.985 0.244  0.200
H -0.619 -2.052 0.034  0.260
H 0.204 -0.975 -1.343  0.203
H -1.181 -0.124 1.335  0.243

Computed properties:
Orbital gap (spin up / spin down): 7.6 / 7.7 eV
DFT total energy: -615.42629 Eh
Relative energy (zero: lowest compared OMol25 entry of this formula, charge and spin): 81.20 kcal per mole

Entry 7:
The following is a DFT calculation (ωB97M-V/def2-TZVPD) of one molecule with the formula C4H5Cl at a distorted geometry.

Last column: Löwdin spin population.
Atoms and positions in Å:
C 0.154 0.061 -0.246  0.132
C 0.978 -0.119 -1.432  1.218
C -0.766 1.016 0.049  0.324
C 0.419 -0.943 0.836  0.010
Cl 0.361 0.577 -2.909  0.271
H -0.926 1.903 -0.485  0.022
H -1.507 1.131 0.865  0.023
H 0.905 -0.475 1.790  -0.005
H 0.928 -1.786 0.326  0.009
H -0.546 -1.365 1.206  -0.004

Computed properties:
Orbital gap (spin up / spin down): 9.2 / 8.3 eV
DFT total energy: -615.42949 Eh
2S+1: 3
Relative energy (zero: lowest compared OMol25 entry of this formula, charge and spin): 0.00 kcal per mole

Entry 8:
The following is a DFT calculation (ωB97M-V/def2-TZVPD) of an isolated ion of composition C4H5Cl2N2 and charge +1 at a distorted geometry.

Last column: natural (NBO) charge in e.
Atoms and positions in Å:
Cl -2.281 1.477 -0.009  0.082
C -0.935 0.242 0.115  0.191
Cl -1.696 -1.503 0.270  -0.020
C 0.084 0.443 1.190  -0.587
C 1.017 -0.721 0.911  0.302
N 1.415 -0.880 -0.292  -0.421
C 0.840 -0.286 -1.353  0.416
N -0.389 0.176 -1.252  -0.527
H -0.357 0.487 2.175  0.301
H 0.346 1.565 0.821  0.298
H 1.438 -1.311 1.736  0.254
H 1.392 -0.149 -2.222  0.240
H -0.874 0.461 -2.090  0.471

Computed properties:
Orbital gap: 9.3 eV
DFT total energy: -1184.99653 Eh
Relative energy (zero: lowest compared OMol25 entry of this formula, charge and spin): 30.39 kcal per mole
SMILES string: ClC1(Cl)CC=NC=[NH+]1
Total charge: +1